[1]
Density functional theory data (ωB97M-V/def2-TZVPD) for a cluster of 13 separate species, C13H52N16O13 in total at a distorted geometry.

Output
Kohn-Sham gap (eV): 7.85
HOMO level (eV): -8.48
E_LUMO (hartree): -0.0231
Energy relative to the best compared isomer or geometry (same formula, charge and spin) (kJ/mol): 958.8
Largest force on an atom (Eh/bohr): 0.1777

Positions of all 94 atoms, in Å:
C (-3.55779, -1.79335, -1.04362)
O (-3.32155, -2.57195, -2.20704)
N (-3.89400, -0.55537, -1.10415)
N (-3.53388, -2.26363, 0.14107)
H (-3.69499, -0.10587, -1.98588)
H (-3.66995, 0.10762, -0.32382)
H (-3.55001, -3.27231, 0.16772)
H (-2.82143, -1.96187, 0.90943)
C (3.27093, 0.37639, -3.28480)
O (4.34632, 0.47410, -2.37791)
N (2.16282, -0.27547, -3.11969)
N (3.40190, 0.86359, -4.46183)
H (2.10592, -0.93437, -2.33322)
H (1.29642, -0.20784, -3.61355)
H (4.16582, 1.54166, -4.76288)
H (2.54578, 0.89545, -5.09421)
C (-1.86172, -2.66630, 2.63909)
O (-2.81005, -2.96866, 3.49285)
N (-1.82815, -1.51383, 2.03826)
N (-0.96324, -3.44078, 2.19698)
H (-2.40513, -0.74571, 2.47019)
H (-0.99698, -1.20588, 1.46545)
H (-1.12006, -4.46458, 2.47574)
H (-0.31919, -3.40448, 1.43745)
C (1.13835, 1.78644, 4.00634)
O (1.09002, 3.07956, 3.76163)
N (1.16377, 1.32200, 5.25779)
N (0.90413, 0.88881, 3.13113)
H (1.32353, 2.13594, 5.90730)
H (1.28421, 0.32257, 5.60744)
H (0.35547, 1.06467, 2.37869)
H (0.88720, -0.14230, 3.32171)
C (2.52786, 2.00842, -0.00762)
O (2.48638, 2.62012, -1.16081)
N (1.79421, 2.49631, 1.00882)
N (3.30217, 0.94042, 0.29505)
H (1.08002, 3.21060, 0.71441)
H (1.67475, 1.89727, 1.87290)
H (3.71599, 0.43215, -0.52623)
H (3.44758, 0.57364, 1.22305)
C (-1.13145, -0.37341, -3.96616)
O (-2.04929, 0.62901, -3.65926)
N (-1.12626, -1.53810, -3.41752)
N (-0.08189, -0.19051, -4.72270)
H (-1.86581, -1.77604, -2.67211)
H (-0.41285, -2.22132, -3.58340)
H (-0.11152, 0.72113, -5.23141)
H (0.48908, -0.92264, -5.20848)
C (-2.95002, 1.34632, 1.82450)
O (-3.17918, 1.51627, 0.48354)
N (-3.57010, 0.44814, 2.60741)
N (-2.17130, 2.11021, 2.59142)
H (-4.29263, -0.15960, 2.12902)
H (-3.53754, 0.41709, 3.61186)
H (-1.83142, 2.99630, 2.11358)
H (-1.92590, 1.81053, 3.54367)
C (-0.76152, 5.06683, 0.78392)
O (-0.17948, 6.17933, 1.32533)
N (-0.15212, 4.19006, 0.00939)
N (-1.89079, 4.62957, 1.31700)
H (0.61819, 4.60317, -0.51822)
H (-0.83777, 3.51441, -0.40227)
H (-2.27444, 5.43476, 1.91192)
H (-2.69411, 4.35393, 0.65809)
C (-0.24221, -3.77366, -1.20212)
O (0.47572, -3.84382, 0.08831)
H (0.37680, -3.37206, -2.01839)
H (-1.16335, -3.15556, -1.16425)
H (-0.45142, -4.76858, -1.64442)
H (0.57201, -4.83862, 0.24242)
C (-0.39296, 3.10799, -2.79134)
O (-1.54881, 2.90885, -1.98591)
H (-0.79166, 3.22656, -3.82857)
H (0.27866, 2.22603, -2.77593)
H (0.26033, 3.90721, -2.47885)
H (-2.05637, 2.19135, -2.30210)
C (2.03482, -2.67676, 3.04231)
O (1.10564, -1.79824, 3.63234)
H (2.59083, -2.21449, 2.22007)
H (1.42054, -3.44844, 2.58343)
H (2.61742, -3.28134, 3.72455)
H (0.19797, -2.18681, 3.68181)
C (-0.14107, 0.33221, -0.49674)
O (0.57776, -0.39663, 0.43247)
H (-0.91849, -0.26672, -0.97267)
H (0.52873, 0.62267, -1.28045)
H (-0.52382, 1.21505, 0.11003)
H (1.47286, -0.55084, 0.09734)
C (3.75462, -2.70254, -1.24079)
O (2.59483, -2.24110, -0.67079)
H (3.72498, -3.78139, -1.43322)
H (4.66541, -2.36686, -0.76006)
H (3.77034, -2.41839, -2.33489)
H (2.00658, -2.98369, -0.51597)



[2]
Density functional theory data (ωB97M-V/def2-TZVPD) for a cluster of 13 separate species, C13H52N26O13 in total at a distorted geometry.

Output
Kohn-Sham gap (eV): 9.31
HOMO level (eV): -9.41
E_LUMO (hartree): -0.0038
Energy relative to the best compared isomer or geometry (same formula, charge and spin) (kJ/mol): 1279.3
Largest force on an atom (Eh/bohr): 0.1855

Positions of all 104 atoms, in Å:
C (-3.07746, 5.33267, 3.78942)
O (-2.54835, 6.40250, 4.02971)
N (-4.16353, 4.93149, 4.39477)
N (-2.67332, 4.47772, 2.94089)
H (-4.64289, 5.57459, 5.00856)
H (-4.72059, 4.17223, 4.02967)
H (-3.28466, 3.77089, 2.55780)
H (-1.74141, 4.66256, 2.59815)
C (-3.46510, -5.57786, 2.12439)
O (-3.11436, -4.77402, 2.96854)
N (-3.66063, -5.36972, 0.86440)
N (-3.38859, -6.81338, 2.26204)
H (-4.09760, -6.03694, 0.24475)
H (-3.62877, -4.39186, 0.61365)
H (-3.38684, -7.34156, 1.40116)
H (-3.37738, -7.13672, 3.21882)
C (8.17654, -2.31319, -1.27313)
O (8.26403, -3.13227, -2.16721)
N (7.40396, -2.30329, -0.25910)
N (8.97089, -1.28833, -1.17060)
H (7.36813, -1.64728, 0.50801)
H (6.68078, -2.99888, -0.14400)
H (9.73158, -1.17261, -1.82486)
H (8.98283, -0.72263, -0.33398)
C (2.00754, -4.76728, 2.41602)
O (3.17942, -4.93712, 2.58924)
N (1.23009, -4.35339, 3.36990)
N (1.34253, -4.85724, 1.31665)
H (0.27678, -4.08197, 3.17589)
H (1.60318, -3.98474, 4.23304)
H (1.98515, -4.86359, 0.53749)
H (0.41869, -4.49929, 1.12046)
C (4.39469, 2.08743, 3.86994)
O (4.56943, 1.39032, 2.92644)
N (3.76675, 3.21564, 3.69045)
N (4.75365, 1.79981, 5.05340)
H (3.33412, 3.39707, 2.79602)
H (3.62724, 3.92470, 4.39604)
H (5.15862, 0.88025, 5.15581)
H (4.79420, 2.56036, 5.71675)
C (-7.13815, 0.38661, 0.22389)
O (-6.60364, -0.67625, 0.44370)
N (-7.55918, 1.19422, 1.11733)
N (-7.34770, 0.72306, -0.98427)
H (-7.72611, 0.59801, 1.91531)
H (-8.14941, 1.98181, 0.89053)
H (-7.16601, 0.06634, -1.72980)
H (-7.86856, 1.55738, -1.21385)
C (-4.58491, -2.78612, -7.10640)
O (-5.28411, -1.90077, -6.56670)
N (-3.52442, -3.24969, -6.55696)
N (-4.69803, -3.22436, -8.36702)
H (-2.83285, -3.86216, -6.96526)
H (-3.28613, -2.88694, -5.64496)
H (-4.27732, -4.12849, -8.52722)
H (-5.38065, -2.76074, -8.94942)
C (1.70393, 6.01627, -1.81939)
O (1.52595, 5.27430, -0.91745)
N (1.92382, 5.59888, -2.98575)
N (1.81573, 7.30944, -1.74317)
H (2.36708, 6.21398, -3.65305)
H (1.98688, 4.59151, -3.02209)
H (2.09295, 7.71041, -2.62775)
H (1.73653, 7.75092, -0.83823)
C (0.36693, -0.08043, 8.04073)
O (1.00407, -0.99637, 7.66958)
N (-0.35137, -0.12458, 9.07949)
N (0.28398, 1.00563, 7.44760)
H (-0.92793, 0.67173, 9.31094)
H (-0.32240, -0.98866, 9.60163)
H (-0.19156, 1.81010, 7.83072)
H (0.78846, 1.10467, 6.57823)
C (0.72900, -0.18378, -0.73786)
O (0.07503, -0.59991, -1.66112)
N (1.93546, 0.28696, -0.80026)
N (0.17792, -0.15568, 0.45035)
H (2.49043, 0.47553, 0.02227)
H (2.32960, 0.14926, -1.71993)
H (-0.75945, -0.48457, 0.26794)
H (0.64619, -0.18364, 1.34480)
C (-5.52466, -0.53111, 5.92060)
O (-6.35794, 0.29355, 6.11552)
N (-4.40035, -0.33679, 5.31514)
N (-5.55487, -1.84461, 6.22058)
H (-4.14539, 0.63950, 5.35931)
H (-3.81534, -1.09089, 4.98469)
H (-5.05543, -2.43296, 5.56904)
H (-6.45370, -2.09160, 6.60942)
C (0.41491, 1.67407, -8.60528)
O (0.87439, 2.70056, -8.16682)
N (0.04761, 0.72681, -7.82629)
N (0.47409, 1.28065, -9.89535)
H (-0.01604, -0.26054, -8.02930)
H (-0.19730, 0.85254, -6.85453)
H (0.11165, 0.38111, -10.17738)
H (0.69491, 1.92676, -10.63960)
C (6.35099, 0.68062, -7.02444)
O (6.08788, 0.89644, -8.25212)
N (7.56715, 0.70714, -6.48246)
N (5.48069, 0.62946, -6.06305)
H (7.66756, 0.75940, -5.47883)
H (8.36880, 0.77783, -7.09277)
H (5.84733, 0.59577, -5.12255)
H (4.48409, 0.64769, -6.22598)



[3]
Density functional theory data (ωB97M-V/def2-TZVPD) for a cluster of 13 separate species, C13H52N4O13 in total at a distorted geometry.

Output
Kohn-Sham gap (eV): 9.68
HOMO level (eV): -9.58
E_LUMO (hartree): 0.0038
Largest force on an atom (Eh/bohr): 0.1264

Positions of all 82 atoms, in Å:
C (-3.26817, -4.64862, -3.28145)
O (-2.22615, -4.73065, -2.30962)
H (-4.18915, -4.51674, -2.71356)
H (-3.06706, -3.81456, -3.95377)
H (-3.49155, -5.46171, -3.97217)
H (-2.41794, -5.41733, -1.66674)
C (-3.18487, 3.11324, 3.23282)
O (-2.20392, 3.19104, 4.27032)
H (-3.25383, 4.10673, 2.78975)
H (-3.01560, 2.35011, 2.47316)
H (-4.14897, 2.83266, 3.65697)
H (-2.48795, 3.64882, 5.06490)
C (3.70884, -3.58220, 3.83188)
O (5.08040, -3.58750, 3.96462)
H (3.33361, -2.79011, 4.47987)
H (3.32991, -3.35834, 2.83469)
H (3.27782, -4.49089, 4.25211)
H (5.43338, -3.71787, 3.08144)
C (-5.91524, -1.22878, 1.87947)
O (-7.03964, -2.01755, 1.64773)
H (-5.28048, -1.37689, 2.75311)
H (-5.30664, -1.22524, 0.97520)
H (-6.33636, -0.26576, 2.16817)
H (-7.74826, -1.58403, 2.12889)
C (4.73108, 1.71844, 2.86305)
O (5.82881, 1.02908, 2.39737)
H (4.95743, 2.74668, 2.58093)
H (3.89230, 1.41583, 2.23618)
H (4.56412, 1.65410, 3.93827)
H (5.54419, 0.11664, 2.30762)
C (2.25701, 5.68105, 1.13344)
O (2.75919, 6.04404, 2.38071)
H (2.50584, 4.64068, 0.92407)
H (1.17237, 5.76484, 1.06546)
H (2.72063, 6.25222, 0.32913)
H (2.33775, 6.88822, 2.55782)
C (-2.69762, 5.54106, -1.66850)
O (-3.97533, 5.77957, -1.22750)
H (-2.81705, 4.85406, -2.50628)
H (-2.26939, 6.52305, -1.86953)
H (-2.08745, 5.13998, -0.85922)
H (-3.95264, 6.44496, -0.53588)
C (-1.29297, -2.75075, 3.63007)
O (-0.71433, -1.75111, 4.39915)
H (-0.53600, -3.45238, 3.27961)
H (-1.95662, -3.24871, 4.33696)
H (-1.72150, -2.33552, 2.71790)
H (-0.59927, -1.01513, 3.79359)
C (-6.57613, 1.88512, -2.69934)
O (-5.56923, 1.94904, -1.69912)
H (-7.39987, 2.59358, -2.61190)
H (-6.17481, 1.84774, -3.71208)
H (-7.09255, 0.94836, -2.48982)
H (-5.28271, 2.85293, -1.54914)
C (1.49690, 4.33076, -4.47910)
O (1.82578, 5.68409, -4.66538)
H (0.54515, 4.05339, -4.93224)
H (2.18101, 3.62297, -4.94720)
H (1.51263, 4.15748, -3.40307)
H (2.06427, 5.70311, -5.59509)
C (2.07426, -6.50311, -1.22445)
O (1.81843, -5.26322, -1.76792)
H (1.75467, -6.46772, -0.18296)
H (1.50287, -7.24719, -1.77940)
H (3.13982, -6.69885, -1.10463)
H (0.99533, -5.38118, -2.24771)
C (6.45068, -2.57893, -1.47671)
O (6.09496, -2.65954, -0.35072)
N (5.72001, -2.91322, -2.51054)
N (7.64255, -2.32899, -1.83975)
H (6.11986, -3.03296, -3.43025)
H (4.79476, -3.25059, -2.28648)
H (7.85682, -2.50445, -2.81104)
H (8.12631, -1.84151, -1.09919)
C (-0.44010, -0.24418, -1.01409)
O (-0.37619, 0.90703, -0.77831)
N (0.54673, -1.06804, -0.87771)
N (-1.50133, -0.79346, -1.44850)
H (1.33277, -0.85547, -0.28017)
H (0.41272, -1.99930, -1.24501)
H (-2.27350, -0.21224, -1.74182)
H (-1.55551, -1.80005, -1.51126)



> Which of these has the lowest Kohn-Sham gap?

C13H52N16O13